The following is a quantum chemistry calculation of the molecule C6H10, from the Open Molecules 2025 dataset.

The geometry in XYZ format:
```
16
Properties=species:S:1:pos:R:3:mulliken_charge:R:1
C -2.068 0.019 -0.715 -0.63
C -0.725 -0.265 -0.061 0.09
C -1.991 -0.129 0.771 -0.60
C 2.441 -0.579 -0.029 -1.05
C 1.623 0.689 0.048 -0.15
C 0.294 0.808 0.013 -0.33
H 3.232 -0.591 0.747 0.30
H -0.372 -1.280 -0.210 0.30
H 2.212 1.616 0.122 0.32
H 1.830 -1.481 0.116 0.30
H -2.414 -1.018 1.248 0.24
H -2.538 -0.755 -1.337 0.24
H -2.078 0.774 1.371 0.25
H -2.258 1.011 -1.105 0.24
H -0.151 1.815 0.030 0.22
H 2.963 -0.637 -1.008 0.25
```

Results
Strongest force on any atom   0.64 eV Å⁻¹
DFT total energy   -234.5618 a.u.
ΔE to the lowest compared entry with this formula, charge and spin   1.109 eV
Kohn-Sham gap   0.367 Ha


The following is a quantum chemistry calculation of a 2-piece molecular cluster, C3H10Si overall in a non-equilibrium geometry, from the Open Molecules 2025 dataset.

The geometry in XYZ format:
```
14
Properties=species:S:1:pos:R:3:mulliken_charge:R:1
Si 1.486 0.750 -0.207 0.51
C 0.342 -0.647 0.350 -0.30
C -0.345 -1.311 -0.850 -1.04
C -1.164 0.460 1.207 -1.18
H -0.691 0.878 2.096 0.38
H -0.640 -2.270 -0.479 0.31
H -1.234 -0.632 -1.135 0.23
H 0.510 -1.375 1.137 0.48
H 0.296 -1.256 -1.767 0.35
H 0.496 1.566 -0.955 -0.13
H -1.599 1.032 0.366 0.37
H 2.345 0.267 -1.208 -0.19
H -1.847 -0.242 1.558 0.36
H 2.181 1.605 0.826 -0.14
```

Results
Strongest force on any atom   4.22 eV Å⁻¹
DFT total energy   -409.6842 a.u.
ΔE to the lowest compared entry with this formula, charge and spin   2.381 eV
Kohn-Sham gap   0.383 Ha


The following is a quantum chemistry calculation of the molecule C4H6N2 in a non-equilibrium geometry, from the Open Molecules 2025 dataset.

The geometry in XYZ format:
```
12
Properties=species:S:1:pos:R:3:mulliken_charge:R:1
N -0.044 -1.041 -0.120 -0.09
N 1.901 -0.061 0.416 -0.45
C -1.532 0.657 -0.071 -0.20
C -1.424 -0.721 -0.063 -0.79
C 0.610 0.141 -0.041 0.39
C -0.228 1.222 -0.123 -0.58
H 2.070 -1.083 0.263 0.17
H 2.543 0.608 0.015 0.26
H 0.697 -1.805 0.111 0.20
H 0.067 2.262 -0.090 0.37
H -2.214 -1.432 -0.246 0.35
H -2.444 1.252 -0.052 0.37
```

Results
Strongest force on any atom   3.70 eV Å⁻¹
DFT total energy   -265.4794 a.u.
ΔE to the lowest compared entry with this formula, charge and spin   1.528 eV
Kohn-Sham gap   0.301 Ha


The following is a quantum chemistry calculation of the molecule C7H7ClN2S in a non-equilibrium geometry, from the Open Molecules 2025 dataset.

The geometry in XYZ format:
```
18
Properties=species:S:1:pos:R:3:mulliken_charge:R:1
Cl 4.507 -0.421 0.048 -0.20
S -1.645 1.055 -0.644 -0.32
N -3.596 -0.303 0.651 -0.45
N -1.745 -1.586 -0.098 -0.57
C 2.376 1.295 0.359 -0.21
C 2.940 0.156 0.001 0.25
C -2.392 -0.481 -0.023 0.66
C 0.209 0.713 -0.418 0.28
C 2.098 -0.815 -0.565 -0.36
C 0.704 -0.468 -0.790 -0.26
C 1.055 1.829 0.005 -0.54
H -3.967 -1.041 1.140 0.18
H -3.901 0.703 0.608 0.20
H 0.458 2.809 0.295 0.25
H -0.038 -1.369 -1.134 0.29
H 3.070 1.867 1.017 0.27
H -2.439 -2.107 0.417 0.17
H 2.307 -1.836 -0.869 0.35
```

Results
Strongest force on any atom   6.46 eV Å⁻¹
DFT total energy   -1238.7371 a.u.
ΔE to the lowest compared entry with this formula, charge and spin   2.795 eV
Kohn-Sham gap   0.342 Ha


The following is a quantum chemistry calculation of the molecule C20H22N4O2 in a non-equilibrium geometry, from the Open Molecules 2025 dataset.

The geometry in XYZ format:
```
48
Properties=species:S:1:pos:R:3:mulliken_charge:R:1
O 2.132 -1.490 0.073 -0.28
O -0.160 -3.329 0.706 -0.38
N -2.141 -0.295 0.784 -0.77
N -3.142 1.614 -0.296 -0.69
N -0.988 -1.035 -1.008 0.09
N -1.644 0.675 -2.574 -0.58
C -3.291 3.611 -3.928 -0.47
C -4.022 4.066 -2.816 -0.49
C 2.117 -0.423 2.310 -0.03
C 3.885 1.220 3.099 -1.28
C -2.428 1.779 -2.627 0.14
C 1.842 -0.367 -0.728 -0.51
C 0.126 -4.101 1.759 -0.68
C 2.882 -1.215 1.235 -0.73
C -2.387 0.547 -0.256 0.81
C -2.510 2.494 -3.838 -0.54
C -1.647 0.089 -1.407 0.33
C 1.224 -0.839 -2.043 -0.89
C -0.007 -1.721 -1.810 -0.93
C -1.017 -2.371 2.531 -0.38
C -3.170 2.240 -1.492 0.29
C -1.320 -1.208 0.318 0.50
C -0.853 -2.264 1.167 0.46
C 2.531 1.047 2.420 -0.48
C -3.965 3.399 -1.626 -0.39
C -0.375 -3.564 2.909 -0.49
H 1.958 -1.423 -2.599 0.44
H 3.856 0.815 4.108 0.31
H 4.145 2.274 3.160 0.39
H -4.632 4.951 -2.913 0.38
H 2.267 -0.900 3.279 0.53
H 3.806 -0.686 0.957 0.55
H 2.561 1.502 1.428 0.22
H -0.295 -3.970 3.897 0.50
H 0.682 -4.998 1.570 0.53
H 0.289 -2.634 -1.297 0.43
H -1.942 2.127 -4.679 0.45
H 3.152 -2.204 1.613 0.18
H -0.465 -1.964 -2.773 0.38
H -3.353 4.155 -4.859 0.38
H 1.051 -0.487 2.082 -0.25
H 1.146 0.310 -0.209 0.24
H 4.669 0.706 2.549 0.30
H 2.765 0.197 -0.936 0.51
H 0.941 0.034 -2.632 0.43
H -4.516 3.727 -0.759 0.44
H 1.774 1.577 3.001 0.42
H -1.533 -1.668 3.150 0.59
```

Results
Strongest force on any atom   1.39 eV Å⁻¹
DFT total energy   -1144.8311 a.u.
ΔE to the lowest compared entry with this formula, charge and spin   1.525 eV
Kohn-Sham gap   0.280 Ha


The following is a quantum chemistry calculation of C19H23N2O2RhSeSi as an isolated structure in a non-equilibrium geometry, from the Open Molecules 2025 dataset.

The geometry in XYZ format:
```
49
Properties=species:S:1:pos:R:3:lowdin_spin:R:1
Rh 0.072 0.663 0.606 2.53
Se 0.040 0.797 3.333 0.43
Si 0.032 3.047 3.836 0.04
O 0.610 2.477 0.016 0.24
O -1.899 0.715 0.455 0.25
N -0.117 -1.344 0.802 0.13
N 2.036 0.187 0.622 0.11
C 3.017 1.033 0.700 0.03
C -4.132 0.303 1.020 0.02
C -4.727 -1.709 2.206 0.02
C -2.428 -1.374 1.505 0.02
C -2.777 -0.089 0.974 0.02
C -3.430 -2.142 2.130 0.00
C -1.122 -1.923 1.379 0.02
C 1.141 -2.064 0.665 0.01
C -0.499 3.100 5.648 0.02
C 1.767 3.063 -0.057 0.02
C 4.183 3.137 0.295 0.00
C -5.081 -0.483 1.626 0.00
C -1.161 3.961 2.702 0.00
C 4.216 4.451 -0.093 0.02
C 2.983 2.398 0.307 0.02
C 2.276 -1.159 1.140 0.01
C 3.032 5.085 -0.492 0.00
C 1.836 4.410 -0.468 0.02
C 1.803 3.692 3.714 0.00
H 2.488 2.983 4.183 0.00
H -0.966 -2.922 1.794 0.01
H 3.242 -1.539 0.799 0.00
H -1.280 5.008 2.993 0.00
H 1.911 4.654 4.223 0.00
H 5.149 4.997 -0.098 0.00
H 5.096 2.639 0.600 0.00
H 0.913 4.893 -0.761 0.00
H -6.110 -0.150 1.654 0.00
H 1.132 -2.997 1.234 0.00
H -5.473 -2.314 2.703 0.00
H 3.057 6.118 -0.816 0.00
H -0.389 4.104 6.066 0.00
H -3.155 -3.106 2.545 0.00
H 2.113 3.817 2.677 0.00
H -1.537 2.787 5.770 0.00
H 3.964 0.667 1.103 0.01
H 0.122 2.417 6.229 0.00
H -0.807 3.928 1.671 0.00
H 1.284 -2.300 -0.393 0.00
H 2.274 -1.128 2.234 0.00
H -4.390 1.254 0.574 0.00
H -2.144 3.486 2.721 0.00
```

Results
Strongest force on any atom   3.27 eV Å⁻¹
Spin multiplicity   5
DFT total energy   -3799.2473 a.u.
ΔE to the lowest compared entry with this formula, charge and spin   0.940 eV
Kohn-Sham gap (spin up / spin down)   0.243 / 0.235 Ha


The following is a quantum chemistry calculation of the molecule C11H16O in a non-equilibrium geometry, from the Open Molecules 2025 dataset.

The geometry in XYZ format:
```
28
Properties=species:S:1:pos:R:3:mulliken_charge:R:1
O -0.068 -0.627 0.068 -0.36
C -0.106 0.892 -1.741 0.62
C 0.490 -0.388 2.468 -1.54
C -0.554 2.367 -1.924 -0.88
C -0.349 0.657 -0.296 -0.70
C -1.185 -0.005 -2.331 -1.00
C 0.916 -2.508 1.357 -1.53
C 0.886 -0.968 1.015 1.19
C -1.682 2.406 -1.115 -0.47
C -1.884 1.115 -0.454 0.31
C -2.270 0.123 -1.480 -0.58
C 2.349 -0.676 0.477 -1.33
H 0.873 0.504 -2.037 0.46
H 0.146 1.382 0.526 0.17
H -0.174 3.147 -2.609 0.40
H 2.447 0.439 0.196 0.29
H -3.272 -0.166 -1.626 0.52
H 1.876 -2.816 1.837 0.36
H -2.430 3.225 -1.133 0.37
H 0.709 0.671 2.468 0.41
H 0.131 -2.847 2.107 0.34
H -2.583 1.054 0.420 0.43
H 1.116 -0.871 3.250 0.44
H 0.824 -2.930 0.368 0.45
H -0.542 -0.631 2.784 0.34
H 3.142 -0.967 1.187 0.42
H 2.447 -1.074 -0.562 0.34
H -1.252 -0.508 -3.220 0.53
```

Results
Strongest force on any atom   5.23 eV Å⁻¹
DFT total energy   -503.8390 a.u.
ΔE to the lowest compared entry with this formula, charge and spin   4.110 eV
Kohn-Sham gap   0.342 Ha


The following is a quantum chemistry calculation of C30H25IrN3PS3 as an isolated structure, from the Open Molecules 2025 dataset.

The geometry in XYZ format:
```
63
Properties=species:S:1:pos:R:3:lowdin_spin:R:1
Ir -0.381 -1.061 -0.913 0.47
S 1.002 -5.107 -1.274 0.13
S -2.081 -1.570 -2.219 0.15
S -1.391 -2.273 0.742 -0.01
P 0.449 0.476 0.736 0.05
N 0.403 0.181 -2.485 0.00
N 3.123 0.242 -0.609 0.00
N 1.054 -2.336 -1.286 0.08
C -4.928 -4.213 -1.303 0.00
C -4.613 -4.532 0.026 0.01
C 1.413 1.844 0.066 0.00
C -1.382 0.791 2.812 0.00
C 1.391 1.884 -4.437 0.00
C 2.881 3.882 -1.131 0.00
C -3.476 1.954 2.594 0.00
C 2.035 0.696 -4.141 0.00
C 2.533 -2.108 3.133 0.00
C -3.537 -3.952 0.655 0.00
C 3.357 2.584 -1.158 0.00
C -1.038 1.157 1.515 0.00
C 0.973 3.168 0.123 0.00
C 2.646 1.553 -0.547 0.00
C 1.980 0.616 3.032 0.00
C -3.060 -2.710 -1.357 0.02
C 1.451 -0.242 2.064 0.02
C 1.732 -1.604 2.115 0.00
C -4.160 -3.308 -1.994 0.01
C -1.932 1.917 0.757 0.00
C -2.596 1.194 3.349 0.00
C 1.517 -0.130 -3.161 0.00
C -0.233 1.322 -2.794 0.00
C 0.986 -3.542 -1.240 0.04
C 1.695 4.185 -0.475 0.00
C 3.050 -1.254 4.095 0.00
C -2.742 -3.028 -0.040 0.00
C -3.143 2.317 1.296 0.00
C 0.229 2.199 -3.751 0.00
C 2.773 0.108 4.045 0.00
H 4.303 2.361 -1.638 0.00
H -5.776 -4.679 -1.785 0.00
H 2.934 0.398 -4.661 0.00
H 1.989 -1.060 -2.887 0.00
H 1.329 -2.275 1.368 0.00
H -1.681 2.207 -0.256 0.00
H 4.058 0.175 -0.987 0.00
H -2.854 0.908 4.360 0.00
H 2.749 -3.167 3.172 0.00
H -4.423 2.262 3.016 0.00
H -3.828 2.907 0.703 0.00
H -0.322 3.107 -3.954 0.00
H 3.673 -1.647 4.887 0.00
H 3.454 4.667 -1.607 0.00
H 1.773 1.679 2.989 0.00
H -3.294 -4.201 1.680 0.00
H -0.713 0.181 3.404 0.00
H -4.391 -3.049 -3.020 0.00
H -1.147 1.518 -2.252 0.00
H 3.056 -0.283 0.253 0.00
H 0.053 3.407 0.639 0.00
H 1.339 5.204 -0.424 0.00
H 1.781 2.549 -5.197 0.00
H 3.179 0.773 4.796 0.00
H -5.221 -5.246 0.564 0.00
```

Results
Strongest force on any atom   0.34 eV Å⁻¹
Net charge   +1
Spin multiplicity   2
DFT total energy   -2962.5887 a.u.
ΔE to the lowest compared entry with this formula, charge and spin   1.007 eV
Kohn-Sham gap (spin up / spin down)   0.229 / 0.196 Ha